DFT (the ωB97M-V functional and the def2-TZVPD basis) results for 2 unconnected molecules or ions with the total composition C13H15N3O in a non-equilibrium geometry.

```
32
Properties=species:S:1:pos:R:3:forces:R:3
N -1.478 0.976 -0.480 0.4 -1.0 -0.3
C -1.977 0.574 -1.691 -1.1 2.5 0.1
N -2.711 1.550 -2.278 0.7 -1.0 0.3
C -2.660 2.626 -1.425 0.5 -1.2 0.2
C -3.347 3.891 -1.737 0.2 -0.3 0.3
O -4.026 4.136 -2.718 0.5 -0.1 0.8
C -1.877 2.249 -0.285 -1.1 0.7 -1.4
H -1.820 -0.409 -2.144 0.0 0.4 0.3
H -3.167 4.645 -0.922 -0.3 0.0 -0.4
H -1.649 2.877 0.581 0.1 -0.5 -0.2
C -1.845 -1.920 1.457 0.0 0.3 0.1
N -0.493 -1.720 0.927 0.2 0.1 0.0
C 0.336 -2.936 0.836 0.0 0.0 -0.5
C -0.010 -0.519 0.759 -0.5 0.8 1.5
C 1.365 -0.280 0.367 0.9 0.3 -0.4
C 1.941 -0.895 -0.763 0.0 0.3 0.7
C 3.299 -0.706 -1.011 -0.2 -0.1 0.0
C 4.066 0.093 -0.155 0.0 -0.2 0.2
C 3.494 0.720 0.960 -0.2 -0.1 -0.2
C 2.133 0.563 1.211 -0.4 -0.6 -0.7
H -2.031 -2.989 1.421 -0.3 0.1 0.0
H -1.896 -1.573 2.497 0.0 -0.1 -0.2
H -2.573 -1.377 0.849 0.2 0.0 0.1
H -0.266 -3.736 1.263 0.3 -0.1 -0.1
H 0.561 -3.163 -0.212 0.0 -0.2 0.4
H 1.267 -2.829 1.409 -0.3 0.1 -0.3
H -0.548 0.326 1.197 0.3 -0.8 0.0
H 1.301 -1.512 -1.403 0.4 0.3 0.1
H 3.746 -1.224 -1.861 0.0 0.3 0.2
H 5.138 0.183 -0.335 -0.3 0.1 0.0
H 4.095 1.329 1.638 -0.1 -0.2 -0.3
H 1.632 1.051 2.049 0.3 -0.1 -0.2
```
Positions in Å, forces in eV/Å.

Summary:
Total charge = 0
Frontier orbital gap = 6.33 eV

=====

DFT (the ωB97M-V functional and the def2-TZVPD basis) results for a single C13H15N3O3S molecule.

```
35
Properties=species:S:1:pos:R:3:forces:R:3
C -0.890 1.595 -2.797 0.3 -0.2 -0.1
C 0.109 1.041 -3.800 -0.5 0.1 -0.2
H -0.381 0.325 -4.470 0.1 0.1 0.0
H 0.568 1.842 -4.383 -0.1 -0.1 0.0
O 1.215 0.389 -3.166 0.3 0.2 -0.1
C 0.989 -0.792 -2.609 0.2 -0.3 0.0
O -0.060 -1.378 -2.614 -0.1 0.0 -0.2
C 2.297 -1.367 -2.076 -0.3 -0.1 0.4
C 2.986 -2.178 -3.166 -0.1 -0.1 0.2
H 3.899 -2.625 -2.781 0.1 0.0 0.0
H 2.327 -2.972 -3.512 0.0 -0.1 -0.1
H 3.233 -1.530 -4.003 0.0 0.0 0.0
H 2.931 -0.551 -1.725 -0.1 -0.1 -0.1
S 1.926 -2.453 -0.652 0.3 -0.2 -0.4
C 1.029 -1.333 0.310 -0.2 0.5 0.3
N 0.935 -0.096 -0.133 0.4 -0.1 -0.3
C 0.257 0.816 0.549 -0.3 0.1 0.6
O 0.116 1.979 0.275 -0.1 0.4 0.1
N -0.386 0.323 1.787 0.4 -0.5 -0.4
C -1.129 1.181 2.522 -0.5 0.4 0.6
C -1.737 0.797 3.680 0.2 0.1 -0.4
C -1.565 -0.545 4.099 0.2 -0.1 -0.3
C -0.819 -1.411 3.362 -0.2 0.2 0.2
C -0.203 -0.980 2.159 0.0 0.2 0.0
N 0.513 -1.817 1.435 0.2 -0.6 0.0
H -0.665 -2.439 3.643 0.0 -0.1 0.0
H -2.036 -0.871 5.014 0.0 -0.1 0.1
C -2.558 1.747 4.491 0.0 0.0 0.0
H -2.143 1.841 5.494 0.0 0.1 0.1
H -3.577 1.375 4.587 -0.1 0.0 0.0
H -2.584 2.729 4.029 0.0 0.1 0.0
H -1.189 2.179 2.111 0.0 0.0 0.0
H -0.377 2.183 -2.041 0.0 0.1 0.0
H -1.614 2.219 -3.313 -0.1 0.1 -0.1
H -1.413 0.779 -2.305 -0.1 0.0 0.0
```
Positions in Å, forces in eV/Å.

Summary:
Total charge = 0
Frontier orbital gap = 8.47 eV
SMILES = CCOC(=O)[C@H](C)Sc1nc(=O)n2cc(C)ccc2n1

=====

DFT (the ωB97M-V functional and the def2-TZVPD basis) results for a single C13H15N5O molecule in a non-equilibrium geometry.

```
34
Properties=species:S:1:pos:R:3:forces:R:3
N -4.116 -1.536 3.461 1.1 -0.1 0.9
N -1.869 -2.006 3.689 2.3 -1.0 -0.6
N -3.914 0.598 2.668 1.3 -0.8 0.8
O 2.088 1.935 -3.883 -2.0 1.8 0.0
C -4.673 -0.400 3.282 0.1 1.7 -2.2
C -0.651 -2.084 3.195 -4.0 2.0 -0.5
C -2.693 0.028 2.619 -2.7 -0.3 0.5
C 0.967 -0.624 1.913 -1.1 -0.5 -2.2
C -0.683 -1.913 0.721 1.5 2.1 -1.0
C 1.500 -0.091 0.686 -1.4 -1.1 1.3
C -0.271 -1.308 -0.471 2.8 1.5 0.3
C -0.130 -1.514 1.948 1.1 0.5 -1.3
C 0.906 -0.376 -0.543 -2.0 -0.9 0.8
N -2.874 -1.245 3.095 3.8 -0.7 -0.5
N 1.285 0.356 -1.712 1.9 -0.9 0.8
C 0.967 2.414 -3.093 -0.9 -0.5 0.0
C 3.064 1.505 -3.010 0.4 -1.3 0.0
C 0.287 1.137 -2.416 2.3 1.4 -1.1
C 2.639 0.148 -2.412 -1.0 0.2 -1.3
H -5.692 -0.344 3.419 -2.0 0.6 0.3
H 0.037 -2.564 3.787 1.3 -1.3 1.6
H -1.723 0.421 2.283 -0.8 -0.2 0.2
H 1.248 -0.202 2.831 0.9 0.4 1.1
H -1.452 -2.611 0.681 -1.4 -1.1 0.0
H 2.286 0.622 0.777 0.5 0.4 -0.2
H -0.721 -1.494 -1.419 -0.5 -0.4 -0.4
H 0.191 2.934 -3.718 0.9 -0.8 0.0
H 1.252 3.236 -2.371 0.2 -1.2 -0.3
H 3.988 1.506 -3.559 0.5 -0.9 -0.6
H 3.300 2.253 -2.290 -0.3 0.6 1.3
H -0.118 0.557 -3.214 -0.7 -0.3 -0.8
H -0.478 1.513 -1.784 -0.7 0.0 0.9
H 2.560 -0.588 -3.288 -0.3 1.0 1.0
H 3.492 -0.260 -1.871 -0.6 0.1 1.1
```
Positions in Å, forces in eV/Å.

Summary:
Total charge = 0
Frontier orbital gap = 8.36 eV
SMILES = C(=N/n1cncn1)/c1ccc(N2CCOCC2)cc1

=====

DFT (the ωB97M-V functional and the def2-TZVPD basis) results for a single C13H15N5O4S molecule in a non-equilibrium geometry.

```
38
Properties=species:S:1:pos:R:3:forces:R:3
O -1.601 -2.952 -0.149 -0.2 -0.3 -0.2
C -0.995 -2.140 0.514 0.4 0.2 0.3
N -1.417 -0.906 0.866 0.1 0.2 0.3
C -2.613 -0.263 0.530 -0.4 0.2 -0.1
C -2.746 1.066 0.927 0.1 -0.2 0.0
C -3.895 1.797 0.648 -0.4 -0.1 -0.2
C -4.897 1.153 -0.037 0.2 -0.6 -0.1
C -4.764 -0.178 -0.435 0.1 0.7 0.3
C -3.637 -0.914 -0.168 -0.3 -0.1 -0.2
H -3.541 -1.938 -0.480 0.0 -0.1 0.0
O -5.898 -0.569 -1.093 0.4 -0.3 0.1
C -6.752 0.555 -1.099 -1.1 0.1 -0.5
O -6.120 1.629 -0.438 0.3 0.3 0.2
H -6.977 0.842 -2.139 0.1 -0.1 0.2
H -7.693 0.306 -0.582 0.3 0.0 -0.1
H -3.996 2.824 0.954 0.0 0.1 0.1
H -1.937 1.540 1.461 0.1 0.0 0.1
H -0.753 -0.319 1.378 -0.1 -0.3 -0.1
C 0.399 -2.456 1.065 0.1 0.2 -0.2
H 0.536 -2.091 2.081 0.0 -0.1 0.0
H 0.562 -3.532 1.014 -0.1 0.1 0.0
S 1.728 -1.741 0.040 0.0 -0.4 -0.1
C 1.743 -0.119 0.630 0.3 0.6 0.0
N 0.944 0.431 1.529 0.2 -1.0 -0.3
N 1.340 1.692 1.648 -0.3 0.8 0.6
N 2.319 1.945 0.893 0.8 0.9 -0.4
N 2.619 0.832 0.217 -1.3 -1.0 0.6
C 3.695 0.725 -0.722 0.7 0.0 -0.2
H 3.968 1.737 -1.025 -0.2 -0.1 -0.1
H 3.343 0.158 -1.589 0.0 0.1 0.0
C 4.910 0.035 -0.098 0.2 0.2 -0.4
H 4.644 -0.970 0.231 0.0 0.0 0.1
H 5.248 0.618 0.760 0.0 0.0 0.1
C 6.047 -0.055 -1.112 -0.1 -0.5 0.2
O 6.410 1.254 -1.491 0.1 0.4 -0.1
H 7.163 1.216 -2.089 -0.1 0.0 0.0
H 5.716 -0.632 -1.988 0.0 0.0 0.1
H 6.897 -0.577 -0.653 -0.1 0.0 -0.1
```
Positions in Å, forces in eV/Å.

Summary:
Total charge = 0
Frontier orbital gap = 8.02 eV
SMILES = O=C(CSc1nnnn1CCCO)Nc1ccc2c(c1)OCO2

=====

DFT (the ωB97M-V functional and the def2-TZVPD basis) results for a single C13H16 molecule in a non-equilibrium geometry.

```
29
Properties=species:S:1:pos:R:3:forces:R:3
C -3.657 0.043 -0.238 -0.5 1.4 0.9
C -3.119 1.342 -0.200 0.2 -1.2 -1.2
C -2.857 -0.985 0.127 0.7 -3.6 -2.1
C -1.750 1.493 -0.174 0.5 0.4 1.1
C -1.416 -0.849 0.057 -2.5 -0.1 1.2
C -0.868 0.407 -0.033 -0.7 0.3 0.2
C -0.639 -2.010 0.248 2.8 -0.5 -0.4
C -0.653 -3.341 0.173 1.3 1.5 0.5
C 1.392 -0.539 0.360 -1.1 -4.2 1.4
C 0.616 0.662 0.235 -0.3 3.8 -0.1
C 2.186 -1.256 -0.706 -1.1 0.5 -0.4
C 0.698 1.434 1.626 -0.6 -4.6 0.1
C 1.128 1.639 -0.938 0.6 -1.4 0.5
H -4.725 0.025 -0.449 0.2 -0.7 0.3
H -3.884 2.060 -0.374 0.2 1.3 0.1
H -3.250 -2.104 0.081 0.7 2.5 0.4
H -1.241 2.431 -0.004 -0.5 0.5 -0.5
H 0.361 -3.847 0.247 -1.7 0.2 0.0
H -1.616 -3.840 0.124 0.2 -0.6 -0.2
H 1.367 -0.985 1.413 0.7 0.8 -1.5
H 2.184 -2.310 -0.464 -0.1 -0.3 -0.1
H 3.241 -0.988 -0.688 0.1 0.4 -0.5
H 1.661 -1.107 -1.710 1.2 -0.3 1.1
H 0.441 2.406 1.525 -1.5 3.1 -0.2
H 1.700 1.466 2.002 0.7 -0.4 0.2
H 0.025 0.808 2.325 1.1 1.4 -0.7
H 1.213 0.906 -1.713 -0.7 0.1 -1.4
H 2.220 1.823 -0.874 -0.6 0.8 0.7
H 0.490 2.523 -1.219 0.8 -1.1 0.5
```
Positions in Å, forces in eV/Å.

Summary:
Total charge = 0
Frontier orbital gap (spin up / spin down) = 8.35 / 8.10 eV

=====

DFT (the ωB97M-V functional and the def2-TZVPD basis) results for 7 unconnected molecules or ions with the total composition C13H16Br3Cl9O9 in a non-equilibrium geometry.

```
50
Properties=species:S:1:pos:R:3:forces:R:3
C 5.078 -3.196 1.711 -0.6 -0.4 0.3
Br 4.082 -4.157 0.289 0.7 0.4 1.1
Br 5.857 -4.429 3.141 -0.9 1.2 -1.3
Br 3.894 -1.752 2.461 1.0 -1.1 -0.4
H 5.938 -2.728 1.231 -0.3 0.0 0.3
C -0.438 -0.771 0.008 1.9 0.5 -0.5
Cl -1.274 -0.971 1.526 -0.6 -0.4 -0.3
Cl -1.082 0.466 -1.090 -0.5 -0.2 0.3
Cl 0.016 -2.222 -0.946 -0.7 0.3 0.7
H 0.516 -0.348 0.324 -0.1 -0.2 -0.2
C 0.685 4.520 3.925 0.0 1.3 -1.0
Cl 0.798 3.052 2.991 -0.1 -0.7 0.1
Cl 2.096 4.802 4.926 0.0 -0.2 0.2
Cl -0.821 4.758 4.782 -0.3 -0.4 0.4
H 0.649 5.291 3.156 0.3 0.0 0.3
C 2.867 -5.260 -4.388 -0.7 -0.4 -0.5
Cl 4.513 -5.736 -4.113 0.4 -0.1 0.8
Cl 1.676 -6.434 -3.679 0.7 0.7 -0.3
Cl 2.692 -5.194 -6.148 -0.5 0.1 -0.2
H 2.642 -4.264 -4.007 0.2 -0.3 0.2
C -3.611 6.002 -0.857 0.9 -0.8 2.3
C -3.115 4.740 -0.118 1.8 1.8 1.3
O -4.263 3.928 -0.025 0.5 -0.2 -0.5
C -4.944 4.237 -1.131 -4.1 -1.3 -1.4
O -5.954 3.689 -1.551 2.4 0.6 1.2
O -4.473 5.336 -1.721 -0.3 0.8 -1.9
H -2.783 6.606 -1.229 -0.3 -0.4 -0.9
H -4.188 6.663 -0.211 -0.2 0.0 0.2
H -2.684 4.931 0.865 -0.5 0.0 0.2
H -2.272 4.325 -0.671 -0.4 -0.7 -0.4
C -5.156 -3.990 2.669 -1.7 0.2 -1.2
C -5.580 -4.082 1.127 -1.8 0.4 2.5
O -4.495 -4.667 0.539 0.5 0.3 -0.7
C -3.689 -5.119 1.489 5.3 -1.4 -3.0
O -2.613 -5.595 1.148 -1.9 0.2 1.3
O -4.062 -4.879 2.707 -0.5 0.4 1.6
H -5.947 -4.336 3.333 0.1 -0.1 -0.1
H -4.922 -2.965 2.958 0.6 -0.1 0.0
H -5.833 -3.086 0.764 0.1 -0.3 -0.4
H -6.388 -4.806 1.013 -0.5 0.5 0.0
C 5.182 2.618 -1.908 -1.8 0.2 0.8
C 4.134 2.008 -0.996 0.8 0.9 2.4
O 4.200 0.634 -1.238 -0.1 -0.5 0.1
C 4.699 0.473 -2.450 -0.5 -2.8 -2.4
O 4.747 -0.627 -2.997 0.4 3.3 1.0
O 5.000 1.710 -2.991 1.3 -0.7 -0.6
H 6.170 2.683 -1.451 0.2 -0.7 -0.4
H 4.871 3.648 -2.082 0.1 -0.2 -0.9
H 3.125 2.398 -1.128 0.0 -0.1 -0.2
H 4.461 2.096 0.041 -0.5 0.4 0.2
```
Positions in Å, forces in eV/Å.

Summary:
Total charge = 0
Frontier orbital gap = 9.74 eV
SMILES = BrC(Br)Br.ClC(Cl)Cl.ClC(Cl)Cl.ClC(Cl)Cl.O=C1OCCO1.O=C1OCCO1.O=C1OCCO1

=====

no.,calculated total energy (eV)
1,-20239.255
2,-35173.670
3,-23218.017
4,-40198.840
5,-13735.128
6,-354994.358